Entry from the OMol25 dataset: a 2-piece molecular cluster, C8H8O2 overall (ωB97M-V/def2-TZVPD).

The geometry in XYZ format:
```
18
Properties=species:S:1:pos:R:3:forces:R:3
C 2.8184 -0.1440 -0.0540 1.7 0.2 -1.5
C 2.2290 0.3658 1.0874 -2.9 -1.5 -2.1
C 2.1360 -0.6099 -1.2146 -1.1 1.4 3.7
C 0.7903 0.3048 1.0706 0.8 1.4 -0.1
C 0.7747 -0.5632 -1.2071 -1.7 -0.1 -0.4
C 0.0947 -0.0956 -0.0594 -2.9 -0.1 -0.2
C -2.8606 0.2299 1.0979 1.3 -0.3 -1.6
C -2.1019 0.0127 -0.1427 5.5 0.7 2.1
O -2.6144 -1.0646 0.4525 -1.8 -0.8 -0.2
O -2.4671 0.4992 -1.3186 -1.1 1.7 1.0
H 3.8736 -0.0368 -0.3231 0.1 0.0 1.0
H 2.6187 0.8477 1.9381 1.2 0.3 0.6
H 2.6303 -0.8047 -2.0874 1.5 -0.7 -1.9
H 0.3599 0.9302 1.8695 -0.5 -0.9 -0.3
H 0.2720 -0.8174 -2.1754 0.1 0.2 1.1
H -2.5377 0.2691 2.0889 1.3 0.2 1.2
H -3.7410 0.7781 0.9690 -1.9 0.0 -0.5
H -2.2749 -0.1013 -1.9917 0.6 -1.6 -1.9
```
Forces are in eV/Å.

Values from the calculation:
Energy relative to the best compared isomer or geometry (same formula, charge and spin) ... 351.7 kJ/mol
LUMO energy ... 0.7 eV
Total charge ... 0
Gap between HOMO and LUMO ... 9.70 eV